9 unconnected molecules or ions with the total composition C16H50O9, computed with the ωB97M-V functional and the def2-TZVPD basis.

Each line ends with the Mulliken charge.
Atoms and positions in Å:
C1 -1.64 3.52 5.61  -1.41
C2 -1.39 2.12 5.08  1.20
C3 0.09 1.98 4.64  -1.17
O1 -1.58 1.34 6.20  -0.56
H1 -2.73 3.59 5.69  0.38
H2 -1.42 4.31 4.90  0.36
H3 -1.13 3.80 6.53  0.34
H4 -2.02 1.87 4.23  -0.33
H5 0.21 2.69 3.82  0.16
H6 0.33 0.98 4.28  0.31
H7 0.90 2.19 5.34  0.41
H8 -1.25 0.44 6.15  0.33
C4 -0.02 -3.86 1.23  -1.04
C5 -1.44 -4.31 1.13  0.42
C6 -2.26 -3.30 0.27  -0.85
O2 -1.50 -5.66 0.51  -0.58
H9 0.21 -3.20 2.07  0.33
H10 0.30 -3.36 0.32  0.06
H11 0.61 -4.74 1.39  0.40
H12 -1.91 -4.35 2.11  0.29
H13 -1.81 -3.40 -0.72  0.31
H14 -2.08 -2.27 0.59  0.00
H15 -3.30 -3.58 0.10  0.41
H16 -2.25 -6.16 0.84  0.32
C7 -4.37 1.47 -0.92  -1.06
C8 -3.77 0.04 -1.04  0.27
C9 -3.97 -0.41 -2.45  -1.42
O3 -2.34 0.12 -1.01  -0.20
H17 -4.03 2.06 -0.08  0.27
H18 -5.46 1.41 -0.90  0.37
H19 -3.89 1.98 -1.75  0.09
H20 -4.09 -0.64 -0.26  0.52
H21 -4.95 -0.88 -2.45  0.46
H22 -3.26 -1.19 -2.71  0.31
H23 -3.98 0.46 -3.11  0.34
H24 -2.06 0.68 -1.73  0.44
C10 5.82 -2.52 -3.10  -1.17
C11 6.09 -1.66 -1.87  0.45
C12 5.54 -2.15 -0.51  -1.03
O4 7.44 -1.78 -1.84  -0.53
H25 6.01 -3.60 -3.08  0.29
H26 6.25 -2.02 -3.97  0.34
H27 4.76 -2.47 -3.31  0.31
H28 5.76 -0.62 -1.96  0.23
H29 5.64 -1.34 0.20  0.30
H30 5.99 -3.06 -0.11  0.38
H31 4.51 -2.39 -0.78  0.16
H32 7.84 -1.20 -2.49  0.32
C13 -1.81 3.09 -4.60  -1.09
C14 -0.65 2.77 -3.59  -0.35
O5 -1.23 1.99 -2.53  -0.45
H33 -2.23 2.20 -5.05  0.27
H34 -1.49 3.89 -5.28  0.39
H35 -2.66 3.58 -4.13  0.29
H36 -0.20 3.74 -3.36  0.32
H37 0.25 2.25 -3.92  0.33
H38 -0.75 2.29 -1.75  0.06
C15 1.81 -0.91 -1.03  -1.82
C16 0.62 -0.50 -0.11  2.00
O6 1.07 0.28 0.97  -0.59
H39 1.37 -1.49 -1.84  0.41
H40 2.43 -1.63 -0.49  0.28
H41 2.27 -0.02 -1.45  0.56
H42 -0.15 -1.19 0.22  -0.60
H43 0.02 0.16 -0.75  -0.46
H44 0.26 0.59 1.40  0.10
O7 -1.72 0.76 1.71  -0.44
H45 -2.51 1.19 2.05  0.31
H46 -2.04 0.21 1.00  -0.03
O8 3.28 2.17 -0.35  -0.66
H47 2.78 1.37 -0.15  0.39
H48 2.85 2.85 0.16  0.26
O9 -0.16 3.25 0.27  -0.61
H49 -0.33 2.48 0.81  0.37
H50 0.51 3.73 0.75  0.25

energy above the lowest of the compared OMol25 structures with the same formula, charge and spin = 2.0321 eV
orbital gap = 9.86 eV
highest occupied orbital energy = -9.59 eV
total energy = -35827.752 eV
LUMO level = 0.27 eV
net charge = 0

***

A molecular structure, C16H51BO8Pd, computed with the ωB97M-V functional and the def2-TZVPD basis.

Each line ends with the Mulliken charge.
Atoms and positions in Å:
Pd1 -1.33 -2.01 1.92  -0.43
B1 -0.71 -4.32 1.30  0.80
H1 0.21 -4.92 0.83  -0.21
H2 -1.70 -5.00 1.45  -0.25
H3 -0.41 -3.82 2.35  -0.21
H4 -1.02 -3.43 0.55  -0.06
C1 0.33 1.31 0.05  -1.00
C2 -0.40 0.15 -0.64  -0.66
O1 -0.90 -0.90 0.11  0.77
H5 1.36 0.97 0.24  0.26
H6 -0.13 1.73 0.94  0.18
H7 0.45 2.08 -0.71  0.37
H8 0.25 -0.21 -1.46  0.29
H9 -1.25 0.65 -1.16  0.25
C3 -3.20 1.94 3.13  -1.13
C4 -3.07 0.62 2.37  0.21
O2 -2.12 -0.24 3.03  -0.35
H10 -4.02 1.95 3.84  0.37
H11 -3.29 2.82 2.50  0.21
H12 -2.31 2.14 3.73  0.30
H13 -2.70 0.80 1.36  -0.16
H14 -4.04 0.14 2.31  0.41
H15 -2.50 -0.53 3.87  0.26
C5 2.01 4.42 0.55  -0.50
C6 2.33 5.67 1.30  -0.37
O3 1.85 5.50 2.64  -0.53
H16 0.92 4.34 0.52  -0.23
H17 2.30 3.50 1.07  0.24
H18 2.33 4.41 -0.49  0.41
H19 1.78 6.49 0.81  0.26
H20 3.38 5.98 1.31  0.36
H21 2.12 6.26 3.16  0.29
C7 4.33 -1.70 -0.96  -0.83
C8 3.91 -1.80 -2.41  -0.15
O4 2.70 -1.11 -2.65  -0.53
H22 5.23 -2.30 -0.79  0.40
H23 3.53 -2.09 -0.32  0.09
H24 4.58 -0.67 -0.72  0.27
H25 3.79 -2.85 -2.71  0.17
H26 4.67 -1.33 -3.04  0.32
H27 2.01 -1.61 -2.20  0.25
C9 -3.30 -3.03 -3.77  -0.93
C10 -3.16 -1.70 -3.04  -0.09
O5 -3.07 -1.92 -1.64  -0.58
H28 -4.05 -3.67 -3.31  0.29
H29 -2.33 -3.53 -3.72  0.09
H30 -3.50 -2.86 -4.82  0.35
H31 -4.05 -1.09 -3.24  0.34
H32 -2.28 -1.17 -3.43  0.24
H33 -2.31 -1.45 -1.28  0.07
C11 1.47 -4.89 -2.50  -1.28
C12 0.34 -3.89 -2.37  0.09
O6 0.74 -2.91 -1.40  -0.30
H34 1.16 -5.93 -2.37  0.34
H35 2.24 -4.64 -1.76  0.24
H36 1.95 -4.83 -3.48  0.33
H37 -0.51 -4.42 -1.91  0.36
H38 0.04 -3.43 -3.31  0.16
H39 -0.02 -2.37 -1.14  -0.14
C13 -2.45 4.06 0.04  -0.71
C14 -1.48 4.54 -1.04  0.00
O7 -2.15 5.36 -2.01  -0.60
H40 -2.90 3.12 -0.29  0.24
H41 -3.12 4.86 0.32  0.40
H42 -1.82 3.80 0.90  0.15
H43 -1.09 3.66 -1.56  0.22
H44 -0.67 5.16 -0.67  0.04
H45 -2.62 4.76 -2.60  0.33
C15 2.48 0.19 3.39  -1.36
C16 1.93 -1.05 2.72  0.27
O8 0.52 -1.18 2.99  -0.17
H46 1.83 1.04 3.21  0.32
H47 3.48 0.42 3.01  0.36
H48 2.62 0.04 4.46  0.44
H49 2.42 -1.96 3.05  0.35
H50 2.06 -1.02 1.64  -0.22
H51 0.36 -1.09 3.93  0.20

energy above the lowest of the compared OMol25 structures with the same formula, charge and spin = 1.6039 eV
orbital gap (alpha / beta) = 8.71 / 6.69 eV
multiplicity = 3
highest occupied orbital energy (alpha / beta) = -9.09 / -8.79 eV
total energy = -37948.705 eV
LUMO level (alpha / beta) = -0.38 / -2.10 eV
net charge = 0

***

9 unconnected molecules or ions with the total composition C16H51NO9, computed with the ωB97M-V functional and the def2-TZVPD basis.

Each line ends with the Mulliken charge.
Atoms and positions in Å:
C1 -3.16 0.89 1.25  -0.32
O1 -4.51 1.20 1.06  -0.36
C2 -5.26 0.07 0.67  -0.74
C3 -6.69 0.48 0.48  0.42
C4 -7.29 1.10 1.75  -1.30
N1 -7.43 -0.70 0.01  -0.69
H1 -2.74 0.45 0.34  0.25
H2 -3.03 0.16 2.07  0.01
H3 -2.58 1.76 1.53  0.36
H4 -4.87 -0.26 -0.31  0.32
H5 -5.10 -0.80 1.32  0.32
H6 -6.67 1.23 -0.31  0.25
H7 -6.95 2.12 1.89  0.31
H8 -7.08 0.49 2.63  0.27
H9 -8.38 1.16 1.62  0.41
H10 -8.41 -0.45 -0.07  0.27
H11 -7.37 -1.42 0.72  0.25
C5 3.69 1.44 -3.84  -1.13
C6 3.79 0.60 -5.11  1.00
C7 4.71 1.24 -6.14  -1.66
O2 4.40 -0.68 -4.87  -0.57
H12 4.51 1.20 -3.17  0.26
H13 2.74 1.26 -3.32  0.15
H14 3.68 2.50 -4.11  0.43
H15 2.80 0.51 -5.58  0.16
H16 4.83 0.58 -7.00  0.39
H17 5.72 1.43 -5.77  0.34
H18 4.36 2.23 -6.45  0.40
H19 4.21 -1.04 -4.00  0.19
C8 -0.81 -3.20 5.05  -1.48
C9 -0.50 -2.10 4.07  0.59
C10 -0.31 -2.62 2.65  -0.70
O3 -1.47 -1.05 4.07  -0.43
H20 -1.82 -3.60 4.91  0.38
H21 -0.76 -2.84 6.09  0.36
H22 -0.11 -4.03 4.98  0.39
H23 0.40 -1.58 4.40  0.04
H24 0.14 -1.85 2.02  -0.18
H25 -1.30 -2.80 2.21  0.32
H26 0.25 -3.55 2.56  0.40
H27 -2.35 -1.43 4.02  0.26
C11 1.25 -1.97 -4.06  -0.26
O4 0.79 -3.31 -4.01  -0.57
H28 1.14 -1.45 -3.11  0.04
H29 2.27 -1.89 -4.44  0.16
H30 0.66 -1.45 -4.84  0.38
H31 1.19 -3.80 -4.72  0.33
C12 4.26 -1.36 -1.32  -0.41
O5 4.13 -2.20 -2.47  -0.61
H32 5.16 -0.77 -1.41  0.30
H33 3.36 -0.75 -1.21  0.11
H34 4.43 -1.98 -0.43  0.29
H35 3.55 -2.93 -2.24  0.29
C13 0.24 4.07 -0.65  -0.23
O6 1.65 4.05 -0.78  -0.59
H36 -0.23 3.62 -1.54  0.22
H37 -0.09 3.53 0.25  -0.13
H38 -0.09 5.10 -0.61  0.31
H39 1.91 3.12 -0.76  0.43
C14 -0.23 2.28 3.68  -0.07
O7 -1.61 2.08 3.97  -0.53
H40 0.32 1.34 3.75  -0.01
H41 -0.08 2.70 2.68  -0.06
H42 0.19 2.95 4.43  0.33
H43 -1.77 1.13 3.96  0.34
C15 0.42 0.54 -0.29  -0.80
O8 1.66 1.17 -0.57  -0.35
H44 0.49 -0.54 -0.46  0.40
H45 0.14 0.68 0.77  0.13
H46 -0.36 0.97 -0.91  0.41
H47 2.29 0.82 0.08  0.17
C16 3.14 -0.99 2.22  -0.60
O9 3.37 0.22 1.47  -0.49
H48 2.54 -1.66 1.61  0.21
H49 4.07 -1.50 2.47  0.36
H50 2.60 -0.69 3.12  0.28
H51 3.89 0.77 2.07  0.27

energy above the lowest of the compared OMol25 structures with the same formula, charge and spin = 0.0000 eV
orbital gap = 9.67 eV
highest occupied orbital energy = -9.50 eV
total energy = -37333.448 eV
LUMO level = 0.17 eV
net charge = 0